Entry from OMol25: one molecule with the formula C28H36N4O4S at a distorted geometry (ωB97M-V/def2-TZVPD).

Structure (XYZ):
```
73
C28H36N4O4S (ωB97M-V/def2-TZVPD)
C 4.1269 3.1423 1.6080
C 3.6991 1.8234 0.9467
N 4.7603 0.8981 0.6071
C 5.2458 0.1396 1.7475
C 4.3971 -1.1125 1.9627
C 5.8014 1.4268 -0.2504
C 5.3070 1.8206 -1.6448
C 4.7543 0.6371 -2.4439
N 3.4587 0.2117 -1.9851
C 3.2398 -0.9794 -1.4177
O 4.0866 -1.8507 -1.2841
C 1.8259 -1.2159 -0.9759
C 1.6039 -2.3790 -0.3090
N 0.4055 -2.8185 0.1207
C 0.3562 -4.0078 0.9504
C 0.2013 -3.6399 2.4237
C -0.7246 -2.0970 -0.1894
C -2.0130 -2.5652 0.1153
C -3.1235 -1.8309 -0.2297
C -2.9802 -0.6099 -0.8737
S -4.4564 0.3569 -1.2192
O -5.5880 -0.5202 -1.1384
O -4.2349 1.1032 -2.4195
N -4.6232 1.4677 0.0103
C -5.0627 0.9820 1.2935
C -3.9363 0.3381 2.1146
C -2.5759 0.9157 1.8196
C -1.4653 0.3965 2.4764
C -0.1991 0.8914 2.2325
C -0.0269 1.9276 1.3296
C -1.1196 2.4367 0.6574
C -2.3931 1.9308 0.8849
C -3.5682 2.4473 0.0997
C -1.7353 -0.1403 -1.2035
C -0.5900 -0.8663 -0.8651
C 0.7252 -0.3109 -1.2293
O 0.8333 0.8182 -1.7052
H 4.6707 3.7724 0.9087
H 3.2459 3.6852 1.9422
H 4.7618 2.9563 2.4718
H 3.0257 1.2910 1.6222
H 3.1351 2.0479 0.0376
H 6.2730 -0.1752 1.5532
H 5.2576 0.7429 2.6691
H 4.7920 -1.6947 2.7923
H 4.4186 -1.7125 1.0582
H 3.3638 -0.8502 2.1801
H 6.3163 2.2963 0.1982
H 6.5444 0.6351 -0.3762
H 4.5457 2.5988 -1.5787
H 6.1575 2.2345 -2.1907
H 5.4212 -0.2233 -2.3508
H 4.6794 0.9197 -3.5007
H 2.6731 0.8528 -2.0484
H 2.4579 -3.0140 -0.1116
H -0.4602 -4.6551 0.6230
H 1.2906 -4.5537 0.8069
H 0.1662 -4.5408 3.0299
H -0.7111 -3.0716 2.5860
H 1.0457 -3.0358 2.7466
H -2.1536 -3.5119 0.6101
H -4.1205 -2.1927 -0.0309
H -5.4834 1.8365 1.8336
H -5.8607 0.2650 1.0993
H -3.8999 -0.7367 1.9173
H -4.1531 0.4603 3.1794
H -1.6056 -0.4030 3.1912
H 0.6521 0.4739 2.7507
H 0.9551 2.3268 1.1371
H -0.9877 3.2264 -0.0667
H -3.9776 3.3511 0.5698
H -3.2780 2.6967 -0.9220
H -1.6160 0.7857 -1.7433
```

As for the HOMO energy: -8.0 eV. The calculation puts the LUMO energy at -0.06 eV. Its SMILES is CCN(CC)CCCNC(=O)c1cn(CC)c2ccc(S(=O)(=O)N3CCc4ccccc4C3)cc2c1=O. The net charge is 0. Its total energy is -2006.7807 hartree. For the energy above the lowest of the compared OMol25 structures with the same formula, charge and spin, the calculation gives 0.0 kJ/mol. The calculation puts the orbital gap at 7.960 eV.